Record 1
This record from the OMol25 dataset describes a 8-piece molecular cluster, C41H74N7O12P overall. The level of theory is ωB97M-V/def2-TZVPD.

## Properties
* total energy: -88002.9889 eV
* HOMO level: -8.2 eV
* Kohn-Sham gap: 0.2754 hartree
* LUMO energy: -0.7 eV

Last column: Löwdin charge in e.
Positions of all 135 atoms, in Å:
C1 -5.282 -1.223 1.202  -0.083
C2 -4.034 -0.477 1.895  -0.280
O1 -2.881 -0.359 0.990  -0.273
P1 -1.557 0.370 1.780  0.718
O2 -2.051 0.774 3.200  -0.366
C3 -0.952 1.958 0.959  -0.182
C4 -1.241 2.061 -0.620  -0.157
C5 -2.390 3.084 -1.030  -0.040
C6 -2.193 4.493 -1.222  -0.048
C7 -0.753 5.169 -1.027  -0.114
C8 -0.761 6.425 -0.013  -0.170
C9 -1.536 6.148 1.356  -0.176
C10 -2.978 6.625 1.679  -0.029
C11 -3.693 6.283 3.018  -0.063
C12 -2.954 5.433 4.103  -0.061
C13 -1.506 5.003 3.791  -0.062
C14 -0.802 5.342 2.457  -0.051
C15 -3.415 5.426 -1.684  -0.242
O3 -3.466 6.671 -1.520  0.016
C16 -4.658 4.761 -2.458  0.019
C17 -4.886 3.381 -2.277  0.023
C18 -3.908 2.588 -1.270  -0.227
O4 -4.424 1.606 -0.676  0.027
O5 -0.367 -0.832 1.953  -0.268
C19 0.528 -0.530 3.076  -0.281
C20 1.598 -1.751 3.228  -0.084
H1 -5.980 -0.393 0.804  0.046
H2 -5.900 -1.805 1.986  0.084
H3 -4.979 -1.954 0.376  0.086
H4 -3.765 -1.106 2.824  0.124
H5 -4.400 0.567 2.186  0.123
H6 -1.342 2.855 1.568  0.094
H7 0.197 1.972 1.103  0.101
H8 -0.284 2.396 -1.174  0.084
H9 -1.515 1.009 -1.011  0.124
H10 0.078 4.421 -0.783  0.103
H11 -0.475 5.606 -2.063  0.132
H12 0.312 6.729 0.283  0.118
H13 -1.241 7.362 -0.474  0.109
H14 -3.566 7.250 0.934  0.079
H15 -4.761 6.618 3.214  0.079
H16 -3.498 5.181 5.074  0.090
H17 -0.920 4.402 4.558  0.067
H18 0.278 5.017 2.238  0.101
H19 -5.276 5.456 -3.126  0.103
H20 -5.745 2.886 -2.835  0.119
H21 1.032 0.479 2.902  0.100
H22 -0.032 -0.509 4.083  0.119
H23 1.718 -2.057 4.330  0.090
H24 1.149 -2.625 2.650  0.085
H25 2.588 -1.403 2.788  0.060
C21 6.427 -4.218 0.921  -0.094
N1 6.111 -3.007 1.653  0.005
C22 5.070 -2.791 2.500  -0.547
C23 4.107 -3.924 2.732  -0.011
O6 4.941 -1.700 3.047  -0.001
H26 7.425 -4.548 1.220  0.086
H27 6.431 -3.982 -0.144  0.080
H28 5.713 -5.014 1.110  0.053
H29 6.717 -2.206 1.545  0.137
H30 3.330 -3.609 3.427  0.054
H31 3.632 -4.208 1.790  0.094
H32 4.633 -4.778 3.164  0.089
C24 7.839 -9.015 -2.067  -0.071
N2 7.217 -7.760 -1.696  0.016
C25 6.181 -7.562 -0.840  -0.530
C26 5.578 -8.769 -0.175  -0.010
O7 5.767 -6.425 -0.631  -0.001
H33 8.897 -8.965 -1.798  0.086
H34 7.748 -9.136 -3.150  0.049
H35 7.379 -9.867 -1.569  0.075
H36 7.572 -6.907 -2.105  0.144
H37 4.763 -8.457 0.479  0.084
H38 5.175 -9.448 -0.929  0.085
H39 6.331 -9.278 0.430  0.085
C27 3.701 0.014 -3.745  -0.076
N3 2.726 1.020 -3.380  0.007
C28 2.711 1.805 -2.269  -0.538
C29 3.828 1.638 -1.275  -0.007
O8 1.806 2.617 -2.106  0.007
H40 4.136 0.291 -4.707  0.084
H41 3.185 -0.943 -3.846  0.085
H42 4.493 -0.081 -3.005  0.075
H43 1.948 1.185 -4.002  0.143
H44 3.683 2.329 -0.444  0.085
H45 3.829 0.620 -0.881  0.087
H46 4.786 1.863 -1.748  0.087
C30 -7.662 0.729 -1.165  -0.087
N4 -8.638 0.573 -0.107  0.009
C31 -9.984 0.762 -0.177  -0.555
C32 -10.567 1.184 -1.498  -0.013
O9 -10.679 0.588 0.817  0.020
H47 -7.152 -0.227 -1.304  0.082
H48 -6.936 1.482 -0.853  0.062
H49 -8.117 1.034 -2.106  0.075
H50 -8.316 0.291 0.808  0.132
H51 -11.648 1.295 -1.401  0.084
H52 -10.147 2.144 -1.803  0.074
H53 -10.364 0.424 -2.256  0.085
C33 -7.923 8.805 -1.308  -0.075
N5 -7.494 7.804 -2.261  0.010
C34 -7.926 6.520 -2.377  -0.542
C35 -8.979 6.043 -1.416  -0.004
O10 -7.457 5.792 -3.246  -0.001
H54 -8.323 9.657 -1.862  0.084
H55 -7.053 9.127 -0.733  0.085
H56 -8.685 8.427 -0.629  0.075
H57 -6.787 8.056 -2.938  0.143
H58 -9.224 5.002 -1.629  0.076
H59 -8.607 6.108 -0.391  0.089
H60 -9.886 6.641 -1.528  0.087
C36 2.714 1.857 5.233  -0.072
N6 1.732 2.855 5.601  0.010
C37 1.713 3.644 6.709  -0.551
C38 2.834 3.491 7.701  -0.015
O11 0.802 4.446 6.872  0.024
H61 3.140 2.138 4.268  0.085
H62 2.203 0.897 5.137  0.073
H63 3.511 1.769 5.969  0.077
H64 0.949 3.011 4.980  0.124
H65 2.684 4.184 8.530  0.084
H66 2.846 2.474 8.098  0.085
H67 3.789 3.724 7.224  0.084
C39 9.441 -11.920 -7.306  -0.077
N7 9.130 -10.707 -6.579  0.004
C40 8.088 -10.483 -5.732  -0.537
C41 7.119 -11.609 -5.497  -0.007
O12 7.965 -9.391 -5.191  0.006
H68 10.436 -12.254 -7.006  0.084
H69 9.446 -11.688 -8.373  0.085
H70 8.721 -12.712 -7.113  0.075
H71 9.739 -9.909 -6.690  0.143
H72 6.344 -11.285 -4.802  0.085
H73 6.642 -11.895 -6.437  0.087
H74 7.639 -12.465 -5.061  0.087

Record 2
This record from the OMol25 dataset describes a 23-piece molecular cluster, C41H77Cl44N2OPS overall. The level of theory is ωB97M-V/def2-TZVPD.

## Properties
* total energy: -619895.4428 eV
* HOMO level: -7.8 eV
* Kohn-Sham gap: 0.2912 hartree
* LUMO energy: 0.1 eV

Last column: Löwdin charge in e.
Positions of all 167 atoms, in Å:
C1 -1.108 0.121 2.945  -0.041
C2 0.144 -0.590 3.085  -0.167
C3 0.880 -1.411 1.893  -0.148
C4 1.732 -0.337 0.985  -0.363
C5 3.218 -1.019 0.834  -0.087
C6 1.956 0.937 1.961  -0.140
N1 2.069 2.054 2.442  0.144
C7 1.037 0.003 -0.434  -0.433
C8 -0.588 -0.005 -0.361  -0.154
N2 -1.767 -0.229 -0.160  0.216
C9 1.518 1.365 -1.142  -0.196
C10 0.501 1.925 -2.297  -0.187
C11 -0.370 3.088 -1.604  -0.213
C12 -1.939 3.088 -2.008  -0.197
C13 -2.829 3.840 -0.868  -0.189
C14 -2.936 2.992 0.511  -0.234
C15 -4.400 2.363 0.784  -0.224
C16 -4.917 1.362 -0.381  -0.223
C17 -5.130 -0.109 0.281  -0.205
C18 -5.273 -1.284 -0.825  -0.230
O1 -5.653 -2.562 -0.204  -0.250
C19 -5.182 -3.683 -1.005  -0.130
P1 1.463 -1.401 -1.694  0.368
S1 0.444 -3.035 -1.411  0.158
H1 -1.088 1.278 3.033  0.077
H2 -2.120 -0.345 2.690  0.056
H3 0.652 -0.509 4.127  0.093
H4 1.643 -2.104 2.431  0.095
H5 0.172 -2.060 1.272  0.082
H6 3.069 -2.141 0.570  0.095
H7 3.792 -0.873 1.819  0.060
H8 3.750 -0.558 -0.081  0.059
H9 2.520 1.129 -1.687  0.109
H10 1.710 2.246 -0.438  0.077
H11 1.166 2.415 -3.117  0.119
H12 -0.105 1.111 -2.824  0.100
H13 -0.349 2.860 -0.461  0.080
H14 0.120 4.137 -1.698  0.101
H15 -2.347 2.034 -2.230  0.097
H16 -2.067 3.697 -2.980  0.109
H17 -3.892 4.091 -1.215  0.111
H18 -2.322 4.857 -0.619  0.109
H19 -2.758 3.760 1.366  0.024
H20 -2.110 2.203 0.628  0.073
H21 -5.160 3.209 1.026  0.108
H22 -4.325 1.738 1.762  0.093
H23 -4.174 1.377 -1.251  0.087
H24 -5.971 1.751 -0.682  0.049
H25 -6.056 -0.083 0.998  0.036
H26 -4.214 -0.333 0.937  0.083
H27 -4.275 -1.388 -1.400  0.114
H28 -6.112 -1.005 -1.579  0.082
H29 -4.348 -4.207 -0.383  0.099
H30 -6.003 -4.479 -1.151  0.091
H31 -4.793 -3.383 -2.044  0.067
H32 1.022 -0.866 -2.971  -0.043
H33 2.881 -1.592 -1.835  -0.019
C20 3.899 -2.155 -5.146  -1.021
Cl1 2.951 -3.635 -4.965  0.520
Cl2 3.042 -0.765 -4.469  0.527
H34 4.848 -2.277 -4.623  0.035
H35 4.082 -1.977 -6.209  -0.130
C21 -9.184 0.156 1.545  -0.993
Cl3 -8.327 -1.314 2.019  0.545
Cl4 -8.108 1.286 0.713  0.581
H36 -10.002 -0.111 0.876  0.004
H37 -9.581 0.638 2.439  0.027
C22 5.210 -0.943 4.769  -1.017
Cl5 3.577 -1.620 4.730  0.537
Cl6 6.223 -1.653 3.505  0.547
H38 5.151 0.134 4.614  0.004
H39 5.657 -1.152 5.740  -0.046
C23 3.023 2.013 6.552  -1.019
Cl7 4.766 2.310 6.529  0.517
Cl8 2.465 1.605 8.179  0.492
H40 2.506 2.911 6.215  -0.022
H41 2.796 1.184 5.881  0.003
C24 7.977 0.593 1.164  -1.016
Cl9 7.986 2.360 1.184  0.507
Cl10 6.915 -0.027 -0.106  0.530
H42 8.991 0.235 0.984  0.032
H43 7.624 0.230 2.128  -0.032
C25 -0.902 -4.824 -4.839  -1.040
Cl11 -1.983 -4.262 -6.120  0.493
Cl12 -0.719 -6.582 -4.881  0.491
H44 0.076 -4.362 -4.974  -0.020
H45 -1.316 -4.533 -3.874  0.011
C26 2.234 5.735 -0.297  -1.019
Cl13 3.592 4.651 -0.625  0.511
Cl14 1.187 5.083 0.968  0.513
H46 2.623 6.700 0.028  0.025
H47 1.652 5.861 -1.210  0.017
C27 -2.682 0.150 6.567  -1.015
Cl15 -3.761 0.726 5.291  0.510
Cl16 -2.502 -1.607 6.507  0.508
H48 -1.703 0.611 6.437  0.024
H49 -3.097 0.431 7.535  0.026
C28 4.446 -1.700 -9.560  -1.047
Cl17 3.142 -0.572 -9.953  0.539
Cl18 5.039 -1.440 -7.915  0.610
H50 4.071 -2.719 -9.645  -0.045
H51 5.265 -1.550 -10.259  -0.055
C29 1.419 2.460 -9.117  -1.065
Cl19 0.116 3.588 -9.508  0.503
Cl20 2.014 2.716 -7.473  0.492
H52 1.043 1.441 -9.203  0.002
H53 2.240 2.610 -9.818  0.020
C30 3.572 5.959 6.673  -1.061
Cl21 2.575 5.441 8.038  0.519
Cl22 2.835 5.498 5.134  0.514
H54 3.681 7.043 6.705  0.028
H55 4.551 5.489 6.750  -0.052
C31 -7.024 -0.289 -4.643  -1.027
Cl23 -6.036 -1.709 -4.278  0.534
Cl24 -6.496 1.115 -3.705  0.510
H56 -6.934 -0.058 -5.704  0.029
H57 -8.062 -0.508 -4.400  -0.046
C32 -4.544 4.853 4.883  -1.013
Cl25 -6.164 4.149 4.837  0.499
Cl26 -3.509 4.156 3.631  0.556
H58 -4.620 5.928 4.721  0.027
H59 -4.100 4.657 5.858  0.026
C33 -10.950 -0.225 -2.464  -1.065
Cl27 -10.096 -1.699 -1.990  0.524
Cl28 -9.873 0.891 -3.311  0.545
H60 -11.774 -0.490 -3.123  -0.041
H61 -11.335 0.264 -1.570  0.012
C34 -15.113 -0.420 -2.066  -1.000
Cl29 -14.259 -1.893 -1.592  0.521
Cl30 -14.037 0.697 -2.914  0.554
H62 -15.939 -0.685 -2.725  0.029
H63 -15.498 0.070 -1.171  0.030
C35 9.122 0.420 -2.858  -1.057
Cl31 9.487 1.692 -4.030  0.505
Cl32 8.640 -1.075 -3.669  0.489
H64 10.010 0.227 -2.257  0.029
H65 8.307 0.754 -2.215  -0.037
C36 6.966 -4.895 -10.705  -1.011
Cl33 6.961 -3.127 -10.724  0.578
Cl34 5.922 -5.550 -11.972  0.506
H66 7.984 -5.248 -10.868  0.031
H67 6.606 -5.240 -9.736  -0.008
C37 5.470 -2.760 8.257  -1.031
Cl35 7.075 -2.761 7.516  0.489
Cl36 4.851 -1.114 8.438  0.521
H68 4.788 -3.327 7.624  0.012
H69 5.534 -3.224 9.240  0.031
C38 7.634 -6.988 7.589  -1.011
Cl37 6.352 -5.829 7.217  0.509
Cl38 8.239 -6.765 9.235  0.504
H70 7.237 -7.998 7.491  0.028
H71 8.455 -6.844 6.887  0.030
C39 6.398 6.575 3.486  -1.007
Cl39 7.679 5.853 2.506  0.501
Cl40 6.494 6.039 5.169  0.549
H72 6.498 7.659 3.455  0.030
H73 5.432 6.281 3.077  0.020
C40 -3.408 -3.399 9.967  -1.039
Cl41 -4.355 -4.882 10.140  0.498
Cl42 -4.262 -2.012 10.656  0.490
H74 -2.458 -3.523 10.485  0.028
H75 -3.229 -3.215 8.907  -0.016
C41 2.321 -5.330 -8.262  -0.983
Cl43 3.932 -5.311 -8.994  0.551
Cl44 1.670 -3.694 -8.111  0.520
H76 1.654 -5.920 -8.890  0.036
H77 2.388 -5.778 -7.271  0.019